No. 1
104
Properties=species:S:1:pos:R:3:forces:R:3:mulliken_spin:R:1 method="wB97M-V/def2-TZVPD" s_squared=6.032 charge=0 multiplicity=5 orbital_gap_ev="5.66 / 7.05"
Rh -0.636 0.069 0.295 0.3 -0.2 0.0 2.352
O 2.906 0.272 0.138 0.2 0.0 0.0 0.006
S 2.609 -0.026 1.558 0.0 -0.2 0.0 -0.009
O 2.888 -1.380 1.959 0.0 0.0 0.0 0.002
N 1.130 0.444 1.794 -0.1 0.1 -0.1 0.038
C 0.632 0.756 3.051 0.1 0.0 0.0 -0.013
C 1.223 0.502 4.268 0.0 0.0 0.1 -0.010
C 0.656 0.980 5.469 0.0 0.0 0.0 0.002
C -0.505 1.694 5.475 0.0 0.0 0.0 0.000
C -1.182 1.919 4.252 0.0 0.0 0.0 0.002
C -2.412 2.611 4.166 0.0 0.0 0.0 -0.003
C -3.034 2.755 2.961 0.0 0.0 0.0 0.004
C -2.442 2.178 1.822 0.0 0.0 -0.1 0.006
N -1.298 1.542 1.869 0.1 -0.1 0.0 0.089
C -0.635 1.422 3.054 -0.1 0.0 0.0 0.008
C 3.705 1.024 2.469 0.0 0.0 0.0 0.013
C 3.606 2.400 2.332 0.0 0.0 0.0 0.001
C 4.482 3.214 3.029 0.0 0.0 0.0 -0.001
C 5.450 2.647 3.850 0.0 0.0 0.0 0.001
C 5.543 1.269 3.976 0.0 0.0 0.0 0.000
C 4.665 0.446 3.285 0.0 0.0 0.0 -0.001
H 2.139 -0.070 4.320 0.0 0.0 0.0 0.000
H 1.167 0.772 6.400 0.0 0.0 0.0 0.000
H -0.928 2.074 6.396 0.0 0.0 0.0 0.000
H -2.851 3.018 5.069 0.0 0.0 0.0 0.000
H -3.975 3.278 2.868 0.0 0.0 0.0 0.000
H -2.915 2.230 0.848 0.0 0.0 0.0 0.002
H 2.848 2.828 1.689 0.0 0.0 0.0 0.000
H 4.412 4.290 2.932 0.0 0.0 0.0 0.000
H 6.135 3.286 4.393 0.0 0.0 0.0 0.000
H 6.301 0.831 4.612 0.0 0.0 0.0 0.000
H 4.717 -0.631 3.366 0.0 0.0 0.0 0.000
O -0.323 1.104 -2.970 -0.2 -0.1 0.2 0.025
C -1.429 1.044 -2.341 0.0 0.0 0.0 -0.040
O -1.595 1.478 -1.171 0.1 0.1 -0.2 0.036
C -2.580 0.296 -2.928 0.0 -0.1 0.1 -0.040
C -3.433 0.828 -3.876 0.0 0.1 0.0 0.104
C -4.516 0.061 -4.270 -0.1 0.0 0.0 -0.016
C -4.772 -1.189 -3.751 0.0 0.0 0.0 0.135
C -3.902 -1.716 -2.794 0.1 0.1 0.0 -0.018
C -2.771 -0.978 -2.377 0.2 0.0 0.0 0.054
O -1.842 -1.461 -1.518 -0.2 0.4 -0.2 0.032
N -4.160 -2.960 -2.260 -0.2 -0.1 0.0 0.293
O -3.357 -3.402 -1.280 -0.1 0.0 0.0 0.068
O -5.162 -3.633 -2.582 0.1 0.0 0.0 0.388
N -5.436 0.611 -5.280 0.2 -0.1 -0.2 0.001
O -5.185 1.714 -5.731 0.0 0.0 0.1 -0.002
O -6.375 -0.074 -5.629 0.0 0.0 0.1 -0.007
H -3.272 1.807 -4.301 0.0 0.0 0.0 0.011
H -5.625 -1.769 -4.064 0.0 0.0 0.0 0.017
C -3.145 -4.422 4.294 0.0 0.0 0.0 0.000
C -2.492 -3.431 3.377 0.0 0.0 0.0 -0.001
C -1.138 -3.132 3.469 0.0 0.0 0.0 0.001
C -0.572 -2.225 2.595 0.1 0.0 0.0 -0.007
N -1.281 -1.605 1.649 -0.1 0.1 0.0 0.068
C -2.585 -1.893 1.546 0.0 -0.1 0.0 0.009
C -3.221 -2.785 2.384 0.0 0.0 0.0 -0.003
H -2.408 -4.955 4.893 0.0 0.0 0.0 0.000
H -3.720 -5.150 3.722 0.0 0.0 0.0 0.000
H -3.836 -3.916 4.970 0.0 0.0 0.0 0.000
H -0.512 -3.618 4.206 0.0 0.0 0.0 0.001
H 0.487 -1.994 2.632 0.0 0.0 0.0 0.005
H -3.129 -1.417 0.739 0.0 0.0 0.0 0.009
H -4.271 -2.995 2.230 0.0 0.0 0.0 -0.001
C 2.965 1.631 -4.493 0.0 0.0 0.0 0.018
Si 2.799 0.096 -3.445 0.1 0.0 0.0 0.052
C 4.431 -0.441 -2.724 0.0 0.0 0.0 0.006
C 1.949 -1.244 -4.410 -0.1 0.0 0.0 0.002
Sb 1.318 0.808 -1.464 -0.5 0.1 0.0 0.288
Si -1.489 -3.242 -1.496 0.1 -0.2 0.0 -0.008
C 0.387 -2.804 -1.386 0.0 0.1 0.1 0.062
C -1.422 -4.498 -0.074 0.0 -0.1 0.0 0.005
C -1.490 -3.893 -3.265 -0.1 0.0 0.0 0.006
Si 1.606 3.347 -1.181 0.1 0.0 0.0 -0.013
C 0.632 3.876 0.321 -0.1 0.0 0.1 -0.004
C 3.436 3.752 -1.023 0.1 0.0 0.0 0.007
C 0.839 4.181 -2.662 0.0 0.0 -0.1 0.008
H 3.577 1.401 -5.371 0.0 0.0 0.0 0.003
H 3.445 2.449 -3.952 0.0 0.0 0.0 -0.001
H 1.987 1.965 -4.844 0.0 0.0 0.0 -0.001
H 5.010 -0.979 -3.479 0.0 0.0 0.0 0.002
H 4.284 -1.104 -1.871 0.0 0.0 0.0 0.000
H 5.020 0.416 -2.391 0.0 0.0 0.0 0.000
H 2.372 -1.262 -5.419 0.0 0.0 0.0 0.000
H 0.877 -1.055 -4.496 0.0 0.0 0.0 0.001
H 2.092 -2.225 -3.956 0.0 0.0 0.0 0.001
H 0.678 -2.346 -0.430 0.0 0.0 0.0 -0.019
H 0.704 -2.138 -2.192 0.0 0.0 0.0 -0.031
H 0.966 -3.731 -1.470 0.0 0.0 0.0 0.005
H -0.658 -4.249 0.665 0.0 0.0 0.0 0.001
H -1.096 -5.433 -0.547 0.0 0.0 0.0 0.000
H -2.371 -4.702 0.417 0.0 0.0 0.0 -0.001
H -1.433 -3.064 -3.979 0.0 0.0 0.0 0.001
H -2.372 -4.488 -3.511 0.0 0.0 0.0 0.000
H -0.599 -4.504 -3.424 0.0 0.0 0.0 0.000
H 0.820 3.280 1.215 0.0 0.0 0.0 -0.001
H -0.432 3.788 0.090 0.0 0.0 0.0 -0.001
H 0.850 4.924 0.547 0.0 0.0 0.0 0.000
H 4.051 2.856 -0.910 0.0 0.0 0.0 -0.001
H 3.627 4.392 -0.159 0.0 0.0 0.0 0.000
H 3.780 4.288 -1.910 0.0 0.0 0.0 0.002
H -0.179 3.816 -2.808 0.0 0.0 0.0 -0.002
H 1.400 4.014 -3.583 0.0 0.0 0.0 -0.001
H 0.792 5.258 -2.481 0.0 0.0 0.0 0.001



No. 2
98
Properties=species:S:1:pos:R:3:forces:R:3:lowdin_charge:R:1 method="wB97M-V/def2-TZVPD" charge=0 multiplicity=1 orbital_gap_ev=8.72
Sc -0.576 0.928 -0.241 -0.1 -0.2 -0.1 0.988
C -2.299 4.229 0.029 0.0 0.0 0.0 -0.158
C -2.236 3.735 -1.415 0.0 0.0 0.0 -0.188
N -2.388 2.274 -1.464 0.0 0.0 0.0 -0.093
C -3.781 1.848 -1.303 0.0 0.0 0.0 -0.185
C -3.815 0.417 -0.805 0.0 0.0 0.0 -0.193
N -2.992 0.315 0.407 0.0 0.0 0.1 -0.091
C -3.775 0.647 1.609 0.0 0.0 0.0 -0.199
C -2.930 1.136 2.775 0.0 0.0 0.0 -0.160
C -1.658 0.324 3.007 0.0 0.0 0.0 -0.188
N -0.548 0.845 2.195 0.0 0.0 0.1 -0.095
C 0.024 2.074 2.782 0.0 0.0 0.0 -0.168
C 0.766 2.899 1.743 0.0 0.0 0.0 -0.187
N -0.091 3.115 0.564 0.0 0.1 0.0 -0.088
C -0.954 4.302 0.736 0.0 0.0 0.0 -0.187
H -2.965 3.572 0.597 0.0 0.0 0.0 0.093
H -2.746 5.225 0.066 0.0 0.0 0.0 0.118
H -1.275 3.979 -1.872 0.0 0.0 0.0 0.124
H -3.014 4.222 -2.014 0.0 0.0 0.0 0.121
H -2.052 1.957 -2.367 0.0 0.0 0.0 0.106
H -4.349 1.949 -2.235 0.0 0.0 0.0 0.130
H -4.261 2.503 -0.574 0.0 0.0 0.0 0.106
H -3.392 -0.243 -1.559 0.0 0.0 0.0 0.085
H -4.848 0.098 -0.623 0.0 0.0 0.0 0.128
H -2.675 -0.649 0.487 0.0 0.0 0.0 0.068
H -4.359 -0.229 1.917 0.0 0.0 0.0 0.128
H -4.498 1.422 1.350 0.0 0.0 0.0 0.113
H -3.549 1.129 3.674 0.0 0.0 0.0 0.118
H -2.652 2.179 2.601 0.0 0.0 0.0 0.094
H -1.813 -0.723 2.733 0.0 0.0 0.0 0.123
H -1.388 0.338 4.069 0.0 0.0 0.0 0.123
H 0.190 0.145 2.155 0.0 0.0 0.0 0.084
H 0.701 1.839 3.610 0.0 0.0 0.0 0.127
H -0.796 2.660 3.201 0.0 0.0 0.0 0.106
H 1.654 2.370 1.421 0.0 0.0 0.0 0.077
H 1.086 3.848 2.187 0.0 0.0 0.0 0.133
H 0.505 3.271 -0.248 0.0 0.0 0.0 0.109
H -0.409 5.191 0.401 0.0 0.0 0.0 0.130
H -1.131 4.435 1.805 0.0 0.0 0.0 0.114
C -5.356 -5.258 -3.592 0.0 0.0 0.0 -0.050
C -4.257 -4.405 -3.019 0.0 0.0 0.0 -0.271
C -3.973 -3.156 -3.562 0.0 0.0 0.0 -0.034
C -2.945 -2.375 -3.055 0.0 0.0 0.0 -0.064
C -2.187 -2.843 -1.995 0.0 0.0 0.0 -0.270
C -2.450 -4.091 -1.443 0.0 0.0 0.0 -0.045
C -3.483 -4.857 -1.952 0.0 0.0 0.0 -0.032
S -0.835 -1.901 -1.338 0.0 -0.1 0.2 0.586
O -1.154 -1.715 0.092 0.1 0.0 -0.1 -0.372
O 0.347 -2.667 -1.633 0.0 0.0 0.0 -0.271
N -0.884 -0.455 -1.930 0.0 0.0 -0.1 -0.279
C -0.165 -0.119 -3.156 0.0 0.1 0.0 -0.146
C 0.248 1.361 -3.096 0.0 0.0 0.0 -0.621
O 0.499 1.965 -4.120 0.0 0.0 0.0 0.058
O 0.258 1.866 -1.899 0.1 0.1 -0.1 -0.156
H -6.234 -4.659 -3.837 0.0 0.0 0.0 0.079
H -5.657 -6.037 -2.893 0.0 0.0 0.0 0.075
H -5.025 -5.745 -4.511 0.0 0.0 0.0 0.086
H -4.563 -2.788 -4.393 0.0 0.0 0.0 0.116
H -2.728 -1.405 -3.485 0.0 0.0 0.0 0.101
H -1.846 -4.454 -0.621 0.0 0.0 0.0 0.121
H -3.691 -5.828 -1.518 0.0 0.0 0.0 0.114
H -0.773 -0.261 -4.053 0.0 0.0 0.0 0.115
H 0.744 -0.713 -3.277 0.0 0.0 0.0 0.111
O 1.245 0.262 0.185 0.0 -0.1 0.1 -0.350
Si 2.729 -0.264 0.556 0.0 0.1 0.0 0.514
C 3.824 -0.691 -0.904 0.0 0.0 0.0 -0.203
C 5.191 -0.404 -0.899 0.0 0.0 0.0 -0.104
C 6.010 -0.770 -1.960 0.0 0.0 0.0 -0.091
C 5.472 -1.433 -3.053 0.0 0.0 0.0 -0.094
C 4.118 -1.739 -3.072 0.0 0.0 0.0 -0.077
C 3.307 -1.377 -2.007 0.0 0.0 0.0 -0.075
C 3.623 1.106 1.511 0.0 0.0 0.0 -0.239
C 4.150 2.211 0.833 0.0 0.0 0.0 -0.107
C 4.639 3.315 1.517 0.0 0.0 0.0 -0.084
C 4.611 3.338 2.906 0.0 0.0 0.0 -0.094
C 4.103 2.250 3.601 0.0 0.0 0.0 -0.089
C 3.618 1.147 2.907 0.0 0.0 0.0 -0.101
C 2.626 -1.736 1.717 0.1 0.0 0.0 -0.213
C 3.800 -2.235 2.292 0.0 0.0 0.0 -0.096
C 3.771 -3.300 3.178 0.0 0.0 0.0 -0.088
C 2.558 -3.895 3.507 0.0 0.0 0.0 -0.096
C 1.386 -3.426 2.936 0.0 0.0 0.0 -0.084
C 1.422 -2.357 2.047 0.0 0.0 0.0 -0.084
H 5.631 0.119 -0.057 0.0 0.0 0.0 0.093
H 7.066 -0.532 -1.933 0.0 0.0 0.0 0.098
H 6.106 -1.713 -3.885 0.0 0.0 0.0 0.098
H 3.693 -2.267 -3.916 0.0 0.0 0.0 0.103
H 2.262 -1.655 -2.021 0.0 0.0 0.0 0.063
H 4.166 2.213 -0.252 0.0 0.0 0.0 0.113
H 5.042 4.157 0.969 0.0 0.0 0.0 0.102
H 4.992 4.197 3.444 0.0 0.0 0.0 0.099
H 4.090 2.257 4.684 0.0 0.0 0.0 0.100
H 3.226 0.302 3.465 0.0 0.0 0.0 0.101
H 4.754 -1.782 2.041 0.0 0.0 0.0 0.106
H 4.692 -3.672 3.611 0.0 0.0 0.0 0.100
H 2.533 -4.729 4.197 0.0 0.0 0.0 0.098
H 0.440 -3.900 3.172 0.0 0.0 0.0 0.099
H 0.505 -2.031 1.568 0.0 0.0 0.0 0.066



Results for DFT total energy: -109022.12758, -96257.93488 (in eV, following the order of the records).
Results for energy relative to the best compared isomer or geometry (same formula, charge and spin): 3.8, 21.7 (in kJ/mol, following the order of the records).